C37H51N4OP2Pb as an isolated structure at a distorted geometry. Source: the OMol25 dataset; level of theory: the ωB97M-V functional and the def2-TZVPD basis.

For the LUMO energy, the calculation gives -0.093 Ha. As for the total charge: +1. The calculation puts the largest force on an atom at 0.062 hartree/bohr. For the frontier orbital gap, the calculation gives 6.48 eV. The HOMO energy comes out at -9.01 eV.

Each line ends with the Löwdin charge.
Positions of all 96 atoms, in Å:
Pb (-0.107, -0.487, 0.619)  1.025
P (-0.893, -0.607, -2.028)  1.065
P (0.550, 1.090, 2.654)  0.966
O (-0.172, -3.995, 2.032)  0.080
N (-2.886, -1.116, 0.852)  -0.043
N (-4.488, -5.523, 0.468)  0.177
N (-0.246, 1.979, -0.275)  0.031
N (1.756, -0.702, -0.659)  -0.096
C (-0.220, 2.704, 2.081)  -0.232
C (0.073, 4.297, 0.074)  -0.012
C (1.786, 0.049, -1.705)  -0.430
C (0.389, -0.872, 4.719)  -0.081
C (0.159, 1.629, 5.374)  -0.085
C (3.339, 1.207, -3.359)  -0.027
C (-1.438, -3.008, -3.489)  -0.089
C (3.090, 0.207, -2.407)  -0.208
C (0.404, 3.341, -2.099)  -0.006
C (-3.631, -0.467, 1.743)  -0.158
C (-1.687, 0.369, 4.227)  -0.109
C (-0.163, 0.528, 4.343)  -0.634
C (-4.764, -2.493, 2.376)  0.012
C (0.796, -1.932, -3.918)  -0.076
C (3.079, -0.152, 2.959)  -0.082
C (0.487, 0.760, -2.277)  -0.277
C (-3.668, -1.058, -2.309)  -0.089
C (-4.284, -4.469, 0.929)  -0.161
C (0.206, -2.922, 1.891)  -0.106
C (0.321, 4.479, -1.284)  -0.014
C (-0.134, 3.012, 0.572)  -0.314
C (-2.921, 1.306, -1.922)  -0.098
C (2.864, 2.286, 3.626)  -0.104
C (2.936, 1.666, 1.196)  -0.065
C (0.366, -3.175, -1.795)  -0.108
C (-2.426, 0.201, -4.189)  -0.084
C (-0.268, -2.249, -2.851)  -0.634
C (4.085, -0.711, -2.066)  -0.048
C (2.451, 1.214, 2.608)  -0.648
C (-4.527, -1.141, 2.572)  -0.039
C (-3.004, -2.433, 0.723)  -0.144
C (5.581, 0.300, -3.660)  -0.076
C (-2.579, -0.009, -2.665)  -0.641
C (-4.015, -3.138, 1.394)  -0.192
C (0.199, 2.078, -1.541)  -0.293
C (5.327, -0.689, -2.701)  -0.064
C (4.594, 1.248, -3.984)  -0.069
H (-2.651, 1.238, -4.457)  0.082
H (0.600, 0.933, -3.362)  0.097
H (2.564, 1.945, -3.573)  0.094
H (0.530, -1.527, 3.844)  0.026
H (0.026, 5.121, 0.779)  0.120
H (3.947, 2.456, 3.582)  0.095
H (2.659, -0.975, 2.366)  0.065
H (2.120, 1.934, 0.513)  0.045
H (-3.989, 1.550, -2.039)  0.094
H (3.868, -1.435, -1.281)  0.107
H (-1.430, 0.006, -4.601)  0.057
H (1.327, -0.830, 5.279)  0.076
H (3.587, 2.548, 1.294)  0.094
H (-3.359, -1.701, -1.482)  0.025
H (0.866, -2.768, -4.630)  0.096
H (0.366, 2.613, 4.937)  0.065
H (-2.733, 1.224, -0.843)  0.052
H (-0.699, 1.807, 6.034)  0.086
H (-3.927, -1.711, -3.148)  0.077
H (-0.331, -1.406, 5.356)  0.097
H (-5.011, -0.538, 3.344)  0.121
H (-1.053, -3.899, -4.007)  0.099
H (-1.967, -2.402, -4.230)  0.069
H (1.084, -2.641, -1.163)  0.029
H (-4.598, -0.583, -1.967)  0.090
H (2.625, 2.018, 4.656)  0.062
H (2.375, 3.239, 3.411)  0.076
H (-3.451, 0.623, 1.793)  0.117
H (1.777, -1.816, -3.449)  0.073
H (6.065, -1.442, -2.426)  0.107
H (-1.292, 2.635, 2.347)  0.087
H (0.466, 5.476, -1.702)  0.123
H (0.635, 3.421, -3.159)  0.119
H (0.587, -1.028, -4.497)  0.070
H (-5.503, -3.039, 2.928)  0.125
H (-2.169, 1.234, 3.756)  0.067
H (4.810, 2.025, -4.723)  0.107
H (-0.366, -3.663, -1.140)  0.066
H (0.936, -3.962, -2.312)  0.102
H (-2.156, -3.360, -2.740)  0.076
H (1.011, 1.362, 6.002)  0.081
H (-2.133, 0.254, 5.229)  0.103
H (-2.290, -2.903, 0.012)  0.112
H (3.505, 0.879, 0.685)  0.077
H (-2.338, 2.152, -2.306)  0.071
H (0.194, 3.522, 2.701)  0.086
H (4.158, -0.124, 2.750)  0.100
H (-1.959, -0.525, 3.653)  0.062
H (6.555, 0.326, -4.152)  0.106
H (-3.117, -0.450, -4.729)  0.077
H (2.964, -0.413, 4.017)  0.067

***

C37H53BrHfN11O as an isolated structure at a distorted geometry. Source: the OMol25 dataset; level of theory: the ωB97M-V functional and the def2-TZVPD basis.

For the LUMO energy, the calculation gives -0.066 Ha. As for the total charge: +1. The calculation puts the energy above the lowest of the compared OMol25 structures with the same formula, charge and spin at 9.73 kcal/mol. The calculation puts the largest force on an atom at 0.044 hartree/bohr. For the frontier orbital gap, the calculation gives 7.54 eV. The HOMO energy comes out at -9.34 eV.

Each line ends with the Löwdin charge.
Positions of all 104 atoms, in Å:
Hf (0.342, 0.198, -0.457)  1.428
Br (-0.084, 1.960, -2.421)  0.201
O (-1.859, 5.143, 1.441)  0.074
N (2.072, 0.391, 1.047)  -0.032
N (-1.776, -1.513, 3.007)  -0.071
N (-3.298, 1.260, -0.853)  0.016
N (2.196, -0.122, -1.821)  -0.056
N (-0.414, -1.298, 1.055)  -0.031
N (-0.539, 1.309, 2.184)  0.005
N (4.099, 1.077, -1.343)  0.095
N (-2.722, -0.774, 1.110)  0.038
N (3.119, 1.024, 3.123)  -0.058
N (2.815, 2.556, 1.562)  -0.081
N (4.049, -0.227, -3.265)  -0.023
C (-1.397, 3.386, 3.031)  -0.013
C (-1.571, -1.223, 1.686)  -0.350
C (5.255, 0.427, -3.777)  -0.138
C (-1.394, -1.760, -3.594)  -0.067
C (2.075, -1.063, 1.261)  -0.216
C (0.392, -1.665, -1.796)  -0.291
C (-0.592, 1.777, 0.902)  -0.352
C (3.405, 0.241, -2.168)  -0.342
C (-1.438, 3.888, 1.736)  -0.331
C (0.771, -1.592, 1.880)  -0.220
C (-3.123, -1.102, 3.404)  -0.095
C (3.193, -0.191, 3.915)  -0.019
C (-1.171, -2.650, 3.696)  -0.031
C (-0.761, -2.314, -2.477)  -0.275
C (3.833, 2.201, 3.608)  -0.104
C (-2.398, -4.117, -2.540)  -0.091
C (-1.027, 3.083, 0.688)  -0.123
C (2.155, 3.322, 0.519)  -0.036
C (-3.670, -0.400, 2.160)  -0.086
C (-5.629, -0.832, -0.512)  -0.298
C (-4.617, 1.506, -0.612)  -0.117
C (3.284, 3.303, 2.722)  -0.108
C (5.276, 1.828, -1.757)  -0.174
C (2.435, -2.051, -3.315)  -0.115
C (-6.991, -1.460, -0.686)  -0.053
C (-0.929, 2.093, 3.190)  -0.158
C (-5.637, 0.634, -0.451)  -0.062
C (1.468, -1.067, -2.694)  -0.436
C (-1.284, -3.511, -1.974)  -0.073
C (-2.823, -0.019, -1.277)  -0.167
C (6.122, 0.938, -2.643)  -0.157
C (-3.132, -1.141, -0.276)  -0.212
C (2.610, 1.237, 1.882)  -0.336
C (-2.509, -2.365, -4.164)  -0.082
C (-4.550, -1.617, -0.395)  -0.035
C (-3.024, -3.543, -3.640)  -0.094
C (3.437, -1.250, -4.117)  -0.129
H (4.998, 2.738, -2.299)  0.124
H (-2.763, 2.041, -1.199)  0.080
H (0.882, -2.424, -1.178)  0.087
H (2.225, -1.521, 0.275)  0.091
H (-4.668, -0.735, 1.908)  0.112
H (-3.720, -1.973, 3.685)  0.121
H (3.557, 1.427, -0.577)  0.080
H (-1.734, -0.018, -1.399)  -0.005
H (6.488, 0.092, -2.059)  0.124
H (4.040, 4.029, 2.431)  0.129
H (2.945, -2.612, -2.526)  0.130
H (-7.640, -1.212, 0.160)  0.085
H (2.877, 4.006, 0.069)  0.103
H (4.913, 2.077, 3.490)  0.131
H (-3.890, -4.015, -4.090)  0.102
H (-1.716, 3.978, 3.882)  0.113
H (-0.801, -3.971, -1.116)  0.110
H (-4.678, -2.691, -0.496)  0.112
H (5.826, 2.124, -0.865)  0.121
H (1.909, -2.757, -3.959)  0.132
H (4.099, -0.767, 3.715)  0.102
H (0.636, -1.110, 2.848)  0.085
H (-1.048, 3.509, -0.310)  0.059
H (5.798, -0.306, -4.369)  0.123
H (1.000, -0.510, -3.508)  0.092
H (0.906, -2.664, 2.031)  0.118
H (1.752, 2.689, -0.262)  0.015
H (3.206, 0.099, 4.964)  0.098
H (-2.156, 5.591, 2.239)  0.110
H (-6.928, -2.547, -0.768)  0.077
H (-3.080, -0.426, 4.257)  0.121
H (-7.472, -1.068, -1.586)  0.087
H (-3.199, -0.300, -2.259)  0.135
H (-0.344, -2.367, 4.348)  0.085
H (-3.682, 0.682, 2.283)  0.120
H (-0.866, 1.663, 4.189)  0.105
H (-2.982, -1.905, -5.025)  0.107
H (2.454, 3.838, 3.195)  0.130
H (-0.825, -3.404, 2.991)  0.091
H (2.947, -0.787, -4.978)  0.135
H (4.238, -1.886, -4.494)  0.125
H (-2.775, -5.043, -2.124)  0.104
H (4.982, 1.249, -4.445)  0.134
H (-4.831, 2.565, -0.511)  0.124
H (6.977, 1.484, -3.039)  0.122
H (3.618, 2.362, 4.662)  0.126
H (-1.938, -3.110, 4.316)  0.092
H (2.323, -0.818, 3.766)  0.066
H (-2.497, -1.975, -0.559)  0.111
H (-6.606, 1.084, -0.269)  0.101
H (2.908, -1.405, 1.864)  0.109
H (1.330, 3.906, 0.927)  0.088
H (-1.037, -0.822, -4.009)  0.100